Computed, not measured: a molecular structure, C7H11AlI2N2O5S, with wB97M-V/def2-TZVPD.

Each line ends with the Löwdin charge.
Positions of all 29 atoms, in Å:
C (1.190, 3.198, 0.416)  -0.29
I (-1.976, 1.923, 1.266)  0.61
H (0.243, 3.479, -0.274)  -0.02
H (1.877, 2.587, -0.267)  0.02
H (1.485, 4.106, 1.085)  0.03
C (0.921, -1.514, -2.157)  -0.05
C (-0.653, -0.793, -0.688)  -0.41
N (0.382, -1.647, -0.898)  -0.13
H (0.135, -0.299, -3.837)  0.09
I (-2.776, -2.304, 0.085)  0.42
N (-0.848, -0.248, -1.896)  -0.14
H (1.801, -2.078, -2.512)  0.12
Al (-1.265, -0.389, 1.205)  -0.79
C (1.364, 2.109, 1.633)  -0.42
O (2.494, 2.421, 1.868)  -0.18
C (0.117, -0.628, -2.832)  -0.04
C (-1.978, 0.548, -2.235)  -0.09
H (-2.909, 0.086, -1.860)  0.05
H (-2.066, 0.640, -3.330)  0.08
H (-1.920, 1.567, -1.812)  0.05
C (0.841, -2.584, 0.084)  -0.08
H (1.652, -3.226, -0.327)  0.09
H (0.017, -3.238, 0.455)  0.05
H (1.237, -2.057, 0.978)  0.08
O (0.726, -1.369, 4.133)  -0.33
S (0.195, -0.337, 3.278)  0.46
O (0.601, 1.034, 3.599)  -0.37
O (0.521, -0.524, 1.734)  -0.39
O (-1.406, -0.460, 3.107)  -0.43

The HOMO-LUMO gap comes out at 2.27 eV. The calculation puts the HOMO energy at 0.069 Eh. The total energy is -1995.09145 Eh. For the energy above the lowest of the compared OMol25 structures with the same formula, charge and spin, the calculation gives 0.071 eV. For the LUMO energy, the calculation gives 4.2 eV. Its net charge is -2.